# 1
The following is a DFT calculation (wB97M-V/def2-TZVPD) of a cluster of 6 separate species, C4H19NO7 in total.

XYZ file:
```
31
Properties=species:S:1:pos:R:3:forces:R:3:mulliken_charge:R:1
C -1.0655 -2.4107 -0.5255 -2.653 2.822 3.367 -1.192
N -0.2800 -1.7450 0.5505 1.654 -0.544 -1.682 -0.145
C -0.8807 -0.5639 0.9997 -0.716 2.425 1.014 0.611
C -2.3376 -0.8179 1.4296 -1.090 2.899 0.444 -1.633
C -0.7273 0.7120 0.0334 -4.080 -0.193 5.539 0.065
O -0.2744 0.9265 -0.9978 2.225 -0.002 -3.467 -0.458
O -1.3911 1.7471 0.7765 0.392 -3.269 0.349 -0.476
H -1.5458 -1.7181 -1.2389 0.530 0.269 0.525 0.340
H -1.8969 -2.9228 -0.0523 -0.474 -0.305 -0.107 0.325
H -0.6090 -3.0918 -1.0747 2.870 -3.013 -2.203 0.502
H 0.1255 -2.3067 1.3079 -0.489 0.161 -0.762 0.294
H -0.4487 0.0284 1.8540 0.530 -1.795 -0.433 0.144
H -2.7329 -1.7769 1.6039 0.734 -1.734 0.779 0.455
H -2.7258 -0.1394 2.2433 0.744 -0.689 -0.732 0.306
H -2.9584 -0.5838 0.6087 -0.947 0.746 -1.185 0.460
H -1.1714 2.5747 0.4265 0.527 2.016 -1.277 0.333
O 1.8767 -0.7085 2.2542 1.611 1.934 1.713 -0.625
H 2.6929 -0.4763 1.7034 -1.749 -0.249 1.090 0.332
H 1.8618 0.0147 2.9740 0.150 -1.748 -1.748 0.307
O 2.2311 -0.3799 -0.1451 5.154 8.430 -5.391 -0.848
H 1.7842 -0.1706 -1.0670 2.322 -0.313 2.173 0.168
H 1.7362 -1.0214 0.0557 -6.219 -8.071 3.460 0.429
O -1.0973 2.9174 -2.4680 -3.158 -1.939 0.111 -0.494
H -1.7320 3.1642 -3.1531 0.473 0.219 0.142 0.265
H -0.3553 3.4386 -2.5169 2.530 2.045 -0.472 0.264
O 1.4455 -0.4171 -2.5704 0.954 -2.245 -0.915 -0.703
H 0.8741 -1.0162 -2.0746 -0.340 -0.105 -0.502 0.430
H 1.0700 0.4152 -2.4380 -1.505 2.241 -0.108 0.444
O 2.6995 2.1652 0.8533 0.211 0.113 -0.779 -0.660
H 3.3626 2.7357 0.4151 -0.614 -0.660 0.265 0.289
H 2.4701 1.4272 0.2325 0.427 0.554 0.790 0.470
```
Positions in Å, forces in eV/Å.

## Properties
E_LUMO = 0.423 eV
SMILES = CN[C@H](C)C(=O)O.O.O.O.O.O

---

# 2
The following is a DFT calculation (wB97M-V/def2-TZVPD) of a cluster of 7 separate species, C7H21N7O14 in total.

XYZ file:
```
49
Properties=species:S:1:pos:R:3:forces:R:3:mulliken_charge:R:1
C -3.3032 -3.7703 19.9016 -0.594 1.072 1.256 -0.629
N -2.2920 -4.8065 19.7102 -0.646 0.528 -3.185 0.829
O -1.8070 -4.8945 18.5892 0.264 0.356 0.272 -0.518
O -2.1428 -5.5948 20.5703 0.628 -1.584 2.355 -0.511
H -3.1705 -2.9120 19.2429 0.001 -0.475 -0.102 0.277
H -3.2409 -3.4644 20.9460 0.203 0.145 -0.071 0.282
H -4.2847 -4.2408 19.8431 0.148 -0.044 -0.524 0.271
C 4.2010 -5.7123 15.7989 0.144 -0.351 0.932 -0.658
N 4.5837 -5.4492 14.4213 1.210 -0.469 -2.291 0.828
O 3.9137 -4.6885 13.7710 -0.688 0.510 0.056 -0.500
O 5.5924 -5.9912 13.9439 -0.964 0.183 1.300 -0.522
H 4.1351 -6.7893 15.9534 0.241 0.109 -0.084 0.278
H 3.2426 -5.2550 16.0448 0.315 0.158 -0.276 0.299
H 5.0354 -5.2938 16.3618 -0.258 -0.156 0.358 0.275
C 10.5465 -7.2655 21.9087 -0.817 0.172 -0.588 -0.639
N 9.4898 -6.2477 21.6491 -1.742 0.848 -1.190 0.778
O 8.4506 -6.5821 21.0043 2.814 0.728 1.747 -0.491
O 9.7136 -5.1357 22.1049 -0.631 -0.766 -0.497 -0.485
H 11.4383 -6.7419 22.2534 -0.333 -0.237 0.199 0.295
H 10.7138 -7.7485 20.9460 -0.028 -0.311 0.330 0.271
H 10.0194 -7.8858 22.6336 0.734 -0.431 -0.007 0.270
C 4.3183 -4.4198 7.1154 0.017 0.537 0.336 -0.664
N 3.1809 -5.2722 6.5896 -0.914 -1.078 -0.684 0.775
O 3.4935 -6.2996 5.9732 -0.394 1.553 1.033 -0.477
O 2.0040 -4.8787 6.7299 2.701 -0.469 0.030 -0.486
H 4.3955 -3.5929 6.4093 -0.220 0.126 0.287 0.276
H 5.3109 -4.8637 7.1915 -0.497 -0.902 -0.657 0.293
H 4.1294 -4.0963 8.1390 -0.698 0.244 -0.329 0.283
C 5.1636 -10.4793 9.8237 -0.620 -0.118 0.751 -0.614
N 5.5054 -11.4601 8.7809 0.944 0.360 -1.364 0.830
O 5.8851 -12.5436 9.1631 -0.219 -0.307 0.129 -0.511
O 5.5292 -11.0933 7.6121 -0.382 -0.093 0.747 -0.514
H 4.3887 -9.7819 9.5055 0.293 -0.144 -0.271 0.266
H 6.0877 -9.9688 10.0949 -0.129 -0.025 -0.078 0.259
H 4.8064 -11.0937 10.6502 0.113 0.330 0.091 0.285
C 10.5601 -3.5667 9.8666 -1.572 -1.301 0.750 -0.647
N 10.3229 -2.1408 9.6199 -0.017 2.915 -0.704 0.763
O 9.2462 -1.5442 9.9017 2.477 -2.314 -0.294 -0.498
O 11.2514 -1.5895 9.0288 -0.915 -0.291 0.614 -0.469
H 11.5821 -3.9450 9.8458 0.013 0.966 -0.323 0.296
H 9.9607 -4.0512 9.0958 0.128 -0.190 -0.001 0.273
H 10.1181 -3.8463 10.8229 -0.116 0.210 -0.042 0.283
C 0.2092 -11.5679 21.7579 -0.100 0.547 0.726 -0.659
N 1.3181 -10.9835 20.9489 0.184 0.569 -0.991 0.823
O 1.0265 -10.6614 19.7973 0.390 -0.383 1.069 -0.501
O 2.4220 -10.8427 21.4579 -0.983 -0.258 -0.284 -0.503
H 0.0061 -12.5824 21.4150 0.194 0.157 0.122 0.262
H -0.6760 -10.9412 21.6492 0.140 -0.090 -0.480 0.280
H 0.4978 -11.4742 22.8048 0.180 -0.537 -0.172 0.298
```
Positions in Å, forces in eV/Å.

## Properties
E_LUMO = -0.104 eV
SMILES = C[N+](=O)[O-].C[N+](=O)[O-].C[N+](=O)[O-].C[N+](=O)[O-].C[N+](=O)[O-].C[N+](=O)[O-].C[N+](=O)[O-]

---

# 3
The following is a DFT calculation (wB97M-V/def2-TZVPD) of a cluster of 4 separate species, C29H51F3INO10P in total.

XYZ file:
```
96
Properties=species:S:1:pos:R:3:forces:R:3:mulliken_charge:R:1
C 4.7676 2.5060 1.7200 0.058 -0.096 -0.265 -1.812
C 3.5842 2.4605 0.7609 0.674 -0.009 0.345 1.201
C 2.4917 1.6191 1.3636 -0.135 0.187 0.103 -1.181
N 1.1587 1.7854 0.7216 -0.692 -0.085 -0.214 0.341
C 0.1880 2.3377 1.4955 -0.997 0.076 -1.069 -0.120
C -1.1153 2.5792 1.0355 1.320 -0.618 -0.212 0.868
C -2.1374 3.2306 1.9188 0.056 0.262 -0.089 -1.376
O -1.7410 3.3495 3.2749 0.111 0.266 -0.072 -0.385
C -1.7636 2.2512 4.0651 -0.058 0.174 -0.443 0.823
F -2.2572 1.1921 3.4278 -0.191 -0.530 -0.212 -0.236
F -0.5220 1.9538 4.4420 0.456 -0.186 0.328 -0.253
F -2.4849 2.4662 5.1371 -0.251 0.156 0.513 -0.248
C -1.3907 2.2276 -0.3011 0.665 -0.177 0.154 -0.632
I -3.2369 2.6038 -1.1594 0.030 0.015 0.007 0.191
C -0.3886 1.6434 -1.0808 0.512 0.268 0.978 -0.531
C 0.9071 1.4169 -0.5709 -0.834 0.458 0.309 0.605
C 1.9714 0.8421 -1.4382 -0.197 -0.285 0.007 -0.043
C 2.4970 -0.5506 -1.0461 0.034 0.138 -0.191 -0.643
C 3.8849 -0.7213 -1.6594 -0.669 -0.375 0.203 -0.280
P 4.6971 -2.2606 -1.2193 0.453 0.340 0.611 0.700
O 5.5430 -2.1123 -0.0182 -0.173 -0.057 -0.072 -0.784
O 5.4503 -2.6553 -2.5396 0.308 -0.069 -0.239 -0.362
C 6.8576 -3.0012 -2.4979 0.050 -0.226 -0.458 -0.317
C 7.7390 -1.7836 -2.5398 -0.236 0.218 0.111 -0.999
O 3.5510 -3.3410 -1.0803 -0.227 0.002 0.206 -0.367
C 3.3084 -3.9509 0.2174 -0.326 -0.299 -0.485 -0.234
C 1.8500 -4.3305 0.3080 -0.087 0.524 0.206 -1.154
H 5.1969 1.5172 1.8339 0.019 -0.255 0.239 0.353
H 4.4973 2.9120 2.6872 -0.015 0.044 0.248 0.444
H 5.5523 3.1150 1.2916 0.154 0.250 -0.033 0.458
H 3.9596 2.0260 -0.1531 -0.080 0.147 -0.356 -0.391
H 3.2511 3.4752 0.5761 -0.265 0.145 -0.214 0.064
H 2.3528 1.9104 2.3962 -0.108 0.082 0.226 0.613
H 2.7618 0.5741 1.3839 -0.019 -0.237 -0.121 0.177
H 0.4741 2.6153 2.4907 0.091 0.009 0.202 0.524
H -3.1013 2.7487 1.8228 -0.184 -0.255 0.041 0.699
H -2.2669 4.2511 1.5764 -0.087 0.260 0.032 0.482
H -0.5777 1.3872 -2.1069 -0.053 -0.147 -0.179 0.650
H 1.5359 0.7535 -2.4249 -0.051 0.043 -0.305 1.027
H 2.7949 1.5385 -1.5392 0.071 0.217 0.048 -1.458
H 1.8242 -1.3006 -1.4443 -0.179 -0.201 0.020 0.549
H 2.5117 -0.6919 0.0280 0.085 -0.094 0.181 0.058
H 4.5380 0.0573 -1.2841 0.303 0.228 -0.232 0.207
H 3.7785 -0.6533 -2.7355 0.250 0.142 -0.270 0.404
H 7.0759 -3.6437 -1.6563 -0.143 0.012 0.384 0.353
H 7.0123 -3.5850 -3.3952 -0.028 -0.236 -0.170 0.345
H 7.7572 -1.3637 -3.5370 0.090 0.116 -0.228 0.298
H 8.7439 -2.0358 -2.2269 0.268 -0.089 -0.052 0.353
H 7.3715 -1.0208 -1.8649 -0.048 0.127 0.264 0.285
H 3.9334 -4.8315 0.2747 0.268 -0.109 0.084 0.399
H 3.5709 -3.2556 1.0004 0.320 0.102 0.199 0.323
H 1.2779 -3.5047 0.7163 -0.209 0.239 0.035 0.193
H 1.4272 -4.5365 -0.6654 0.008 -0.368 -0.197 0.298
H 1.7213 -5.1608 0.9908 -0.057 -0.302 -0.021 0.449
O -1.4713 -2.5733 -1.3364 0.124 0.074 0.032 -0.559
C -2.4938 -2.4851 -0.7062 0.037 0.180 0.124 0.763
O -3.6408 -2.2837 -1.3659 -0.044 -0.328 -0.088 -0.382
C -4.9136 -2.2319 -0.6919 -0.023 0.196 0.054 -0.546
C -5.1233 -0.8258 -0.1827 -0.076 0.171 0.026 -0.592
C -2.4980 -2.5130 0.8093 -0.095 -0.323 -0.032 -0.562
H -5.0102 -2.9806 0.0898 0.160 0.046 -0.151 0.462
H -5.6501 -2.4743 -1.4542 0.065 -0.015 -0.078 0.320
H -4.3687 -0.5554 0.5591 -0.041 -0.030 0.044 0.078
H -6.1072 -0.6975 0.2691 -0.022 -0.079 -0.018 0.373
H -5.0270 -0.1329 -1.0196 -0.078 0.042 0.026 0.176
H -2.2478 -1.5164 1.1748 0.004 0.015 0.001 0.056
H -1.7263 -3.2059 1.1342 0.097 0.068 -0.037 0.276
H -3.4422 -2.8245 1.2485 0.001 0.086 0.014 0.202
O -6.3749 -3.6935 1.5600 0.033 0.007 0.191 -0.581
C -7.3550 -3.5299 2.2421 0.059 0.094 -0.014 0.786
O -8.5278 -3.3562 1.6193 -0.071 -0.055 -0.047 -0.372
C -9.7820 -3.3134 2.3154 -0.162 0.035 0.079 -0.433
C -10.0942 -1.9343 2.8549 0.154 0.044 -0.034 -0.971
C -7.2749 -3.4500 3.7477 -0.097 -0.286 0.011 -1.068
H -9.8115 -4.0787 3.0910 0.037 0.010 0.019 0.389
H -10.5146 -3.5974 1.5636 0.018 -0.009 -0.046 0.321
H -9.3632 -1.6154 3.5981 -0.024 -0.032 0.047 0.276
H -11.0793 -1.9270 3.3199 -0.020 -0.009 -0.008 0.365
H -10.0850 -1.2051 2.0452 -0.048 -0.002 -0.016 0.297
H -6.9851 -2.4367 4.0231 0.000 0.027 0.001 0.251
H -6.5006 -4.1361 4.0798 0.091 0.069 -0.037 0.344
H -8.1978 -3.7040 4.2606 -0.021 0.090 -0.009 0.344
O 4.8199 2.4519 -2.9451 0.039 -0.128 -0.036 -0.521
C 4.2315 3.4758 -3.1599 -0.104 -0.081 -0.056 0.910
O 3.4194 3.9266 -2.1762 -0.099 0.074 0.178 -0.306
C 2.7520 5.1930 -2.2084 -0.098 0.155 -0.101 -0.450
C 1.4448 5.1334 -2.9706 0.043 -0.133 -0.042 -0.923
C 4.3041 4.2058 -4.4760 0.187 0.207 0.166 -1.295
H 3.4180 5.9660 -2.5915 0.006 -0.015 -0.040 0.380
H 2.5642 5.4290 -1.1616 0.037 -0.020 0.024 0.354
H 1.6009 4.8808 -4.0188 0.018 0.048 -0.025 0.287
H 0.9347 6.0951 -2.9234 -0.004 0.009 0.015 0.416
H 0.7933 4.3706 -2.5399 -0.022 0.026 0.031 0.167
H 3.6116 3.7320 -5.1707 -0.018 -0.018 -0.014 0.284
H 5.3128 4.0967 -4.8641 -0.011 -0.118 -0.043 0.361
H 4.0748 5.2665 -4.4153 -0.085 -0.035 0.006 0.395
```
Positions in Å, forces in eV/Å.

## Properties
E_LUMO = -3.743 eV
Charge = +1

---

# 4
The following is a DFT calculation (wB97M-V/def2-TZVPD) of a structure of composition CHFNO3S.

XYZ file:
```
8
Properties=species:S:1:pos:R:3:forces:R:3:mulliken_charge:R:1
C 0.8315 -0.3662 -2.1590 -1.352 0.306 0.219 0.277
N 1.9451 -0.5039 -2.3386 1.730 -0.845 -0.502 -0.433
O -0.5551 1.5717 -2.7971 0.093 -0.164 0.921 -0.604
O -0.0542 1.0594 -0.4288 -0.450 0.054 -0.157 -0.560
O -1.8045 -0.1800 -1.6684 1.124 0.074 0.265 -0.564
F -0.1098 -0.8273 1.1393 0.405 1.759 -1.791 -0.596
S -0.5884 0.5961 -1.7261 -1.112 0.523 -1.307 1.058
H -0.0174 -0.0062 0.3705 -0.438 -1.708 2.352 0.422
```
Positions in Å, forces in eV/Å.

## Properties
E_LUMO = 4.008 eV
Charge = -1

---

ΔE to the lowest compared entry with this formula, charge and spin (computed, eV): 4.286, 2.058, 0.000, 0.532
Max |F| (computed, eV/A): 11.3, 3.4, 1.5, 2.9
HOMO energy (computed, Eh): -0.331, -0.405, -0.440, -0.255